71
Properties=species:S:1:pos:R:3:forces:R:3:mulliken_charge:R:1 method="wB97M-V/def2-TZVPD" largest_force_ev_per_a=3.03 gap_ha="0.206 / 0.206" charge=-2 spin_multiplicity=2 e_above_lowest_ev=3.630
Ru 0.067603 -0.290316 -0.454158 2.6 -1.0 -1.2 1.15
O -2.441264 3.089347 1.222637 0.0 -0.2 0.0 -0.85
C -1.485200 2.525008 0.666391 -0.1 0.6 0.0 -0.52
O -1.173704 1.304921 0.792315 0.5 -0.7 -0.3 -0.03
C -0.561142 3.420323 -0.190590 -0.1 -0.3 0.2 0.05
C 0.914855 3.137931 0.128670 0.0 0.5 0.2 0.01
C 1.784528 4.300092 -0.399140 0.0 -0.1 0.0 -1.11
C 1.767909 4.010381 -1.920359 0.0 -0.2 0.1 -1.16
C 0.883047 2.749841 -1.966044 -0.1 0.4 -0.4 -0.37
O 1.253081 2.083131 -0.757969 0.1 0.0 0.1 -0.34
C -0.582109 3.151249 -1.725643 -0.1 -0.5 -0.1 0.42
C -1.547666 2.033645 -2.230672 0.1 0.4 0.0 -0.38
O -2.605489 2.414551 -2.755064 0.0 -0.1 0.1 -0.84
O -1.147164 0.836521 -2.140637 0.2 -0.6 0.5 -0.76
H -0.827312 4.452188 0.038475 0.0 0.0 0.0 0.33
H 1.107865 2.844821 1.159133 0.0 -0.1 0.0 0.66
H 1.362776 5.273349 -0.144199 0.0 0.0 0.0 0.41
H 2.794649 4.238972 0.010114 0.0 0.0 0.0 0.34
H 1.339008 4.820423 -2.511121 0.0 0.0 0.0 0.43
H 2.766905 3.786677 -2.297442 0.0 0.0 0.0 0.31
H 1.040312 2.097730 -2.819838 0.0 -0.1 0.1 0.83
H -0.854820 4.055998 -2.270085 0.0 0.0 0.0 0.39
S 0.223707 -2.774232 -1.036016 -0.3 1.6 0.7 -0.32
C 1.421166 -3.033840 -2.270049 0.1 -0.1 -0.2 0.32
C 1.635210 -4.332783 -2.743413 -0.1 0.1 0.1 -0.75
C 2.512137 -4.592647 -3.782626 0.1 -0.1 -0.1 -0.54
C 3.222431 -3.544818 -4.357471 0.0 0.0 0.0 -0.54
C 3.050058 -2.260431 -3.871131 -0.1 0.1 0.0 -0.72
C 2.152001 -1.980236 -2.834652 0.1 -0.1 -0.1 0.61
S 1.969513 -0.337481 -2.303223 -1.2 0.3 1.4 -0.46
H 1.075014 -5.138056 -2.281724 0.0 0.0 0.0 0.37
H 2.634563 -5.607558 -4.145221 0.0 0.0 0.0 0.31
H 3.897421 -3.718794 -5.188628 0.0 0.0 0.0 0.31
H 3.598816 -1.430303 -4.301618 0.0 0.0 0.0 0.38
C 2.546101 -1.191082 4.139102 0.0 0.2 -0.4 -1.17
Si 1.280722 -1.242425 2.678682 -0.1 -0.3 0.6 0.42
C -0.283328 -0.442014 3.405177 0.1 -0.1 -0.3 -0.47
C 1.076858 -3.122229 2.454239 -0.1 0.3 -0.1 -0.97
C 1.801294 -0.396740 1.133195 -1.6 -0.3 -1.0 -0.44
H 2.180332 -1.754343 5.002226 -0.1 0.0 0.0 0.26
H 2.744418 -0.167765 4.469006 0.0 0.0 0.0 0.27
H 3.499375 -1.632470 3.835600 0.0 0.0 0.0 0.29
H -0.882352 -1.124099 4.012932 0.1 0.0 0.1 0.22
H -0.904197 -0.086599 2.579468 -0.1 0.0 0.1 -0.22
H -0.036137 0.428269 4.018156 0.1 0.0 0.0 0.44
H 0.596542 -3.592259 3.317327 0.0 0.1 0.1 0.28
H 2.051527 -3.595993 2.314387 0.1 0.0 0.0 0.35
H 0.489880 -3.329485 1.558893 0.0 -0.1 0.0 0.12
H 2.603683 -0.881885 0.579426 0.0 0.0 0.0 0.46
H 2.003268 0.670406 1.232285 0.0 0.0 0.0 0.08
C -2.452567 -3.151266 2.713557 0.0 0.1 -0.1 -0.87
N -3.447774 -2.348321 2.041717 0.0 0.0 0.1 0.39
C -4.715240 -2.244023 2.722331 -0.2 0.0 -0.1 -0.66
C -5.795500 -1.753980 1.778124 0.1 0.1 0.0 -0.71
C -5.273092 -0.516577 1.070872 -0.1 -0.2 0.1 -0.62
N -4.057772 -0.842743 0.358250 0.2 0.2 0.1 0.26
C -3.699102 0.093082 -0.700041 0.2 0.0 -0.1 -1.23
C -3.064042 -1.568399 0.960177 -0.2 -0.2 -0.1 0.09
O -1.913411 -1.648605 0.537105 -0.3 0.3 0.0 -0.10
H -2.779564 -4.196173 2.749910 0.0 0.0 0.0 0.38
H -2.284529 -2.796449 3.736082 0.0 0.0 0.0 0.35
H -1.524682 -3.082558 2.156373 0.0 0.0 0.1 -0.08
H -4.641933 -1.563933 3.585005 0.0 0.0 0.0 0.32
H -4.974739 -3.237008 3.107157 0.0 0.0 0.1 0.33
H -6.716926 -1.540353 2.323968 0.0 0.0 0.0 0.37
H -6.002463 -2.526684 1.034036 0.0 0.0 0.0 0.29
H -5.101707 0.295158 1.791869 0.0 0.0 0.0 0.31
H -6.001460 -0.160609 0.339957 0.1 0.0 0.0 0.35
H -4.525718 0.174933 -1.407462 0.0 -0.1 0.0 0.31
H -2.825560 -0.269560 -1.226002 0.0 0.1 -0.1 0.27
H -3.468645 1.081628 -0.301210 -0.1 0.0 0.0 0.38

68
Properties=species:S:1:pos:R:3:forces:R:3:mulliken_charge:R:1 method="wB97M-V/def2-TZVPD" largest_force_ev_per_a=1.37 gap_ha=0.319 smiles="COc1cccc(-c2nc(CS(=O)(=O)CC(=O)NCCCN3C[C@H](C)C[C@H](C)C3)c(C)o2)c1" charge=0 e_above_lowest_ev=0.699
C 4.915974 -3.230476 3.599377 0.1 0.0 -0.2 -0.80
O 4.460815 -3.078042 4.923608 -0.2 0.0 0.3 -0.44
C 3.127930 -2.909427 5.132120 -0.2 0.0 0.1 0.73
C 2.733430 -2.765275 6.466039 0.1 0.0 -0.1 -0.58
C 1.402631 -2.588781 6.785166 0.2 0.0 0.0 -0.55
C 0.439043 -2.553282 5.792377 -0.1 0.0 -0.3 -0.76
C 0.825793 -2.697144 4.463398 0.1 0.0 0.8 -0.19
C -0.150102 -2.672994 3.396916 0.0 -0.2 -1.3 0.39
N 0.090380 -2.815117 2.124618 0.6 0.0 0.7 -0.51
C -1.125052 -2.740010 1.507696 -0.9 0.2 1.0 0.43
C -1.267880 -2.803655 0.041932 0.0 0.7 -0.3 -1.05
S -1.573304 -1.104290 -0.557765 -0.6 0.0 -0.4 1.20
O -2.918991 -0.728215 -0.199835 -0.3 -0.2 -0.2 -0.76
O -0.528104 -0.221086 -0.122190 0.5 -0.1 0.0 -0.63
C -1.493593 -1.239846 -2.389361 0.3 -0.2 1.1 -0.81
C -0.013033 -1.384993 -2.651968 0.1 0.0 -0.6 0.58
O 0.547508 -2.452618 -2.472121 0.1 -0.4 0.1 -0.70
N 0.593456 -0.261867 -3.047897 -0.1 0.1 -0.1 -0.06
C 2.032003 -0.116448 -3.009169 0.3 -0.1 0.1 -0.93
C 2.398729 0.994463 -2.025866 -0.1 0.1 -0.3 -0.49
C 1.925947 2.362737 -2.524075 0.2 -0.1 0.2 -0.79
N 0.471754 2.454911 -2.632285 0.0 0.3 0.0 0.40
C 0.062159 3.463050 -3.598081 -0.3 -0.2 -0.2 -1.34
C -1.452862 3.435886 -3.804371 0.1 0.4 0.0 1.26
C -1.869082 4.458746 -4.856964 0.1 -0.3 0.1 -1.84
C -2.146540 3.694216 -2.468285 0.1 -0.5 -0.1 -1.61
C -1.672992 2.677526 -1.432230 0.1 0.4 0.2 2.03
C -2.290191 2.926030 -0.061062 0.1 -0.2 -0.2 -1.97
C -0.148251 2.710660 -1.337415 -0.2 -0.2 0.1 -1.34
C -2.089402 -2.542638 2.464284 0.2 -0.2 -1.1 0.69
C -3.562900 -2.394830 2.393802 0.1 0.0 0.1 -1.43
O -1.464951 -2.505193 3.663546 0.1 0.0 0.3 -0.36
C 2.169377 -2.874558 4.130771 0.1 0.0 0.0 -0.16
H 4.485069 -4.118735 3.127533 0.0 0.0 0.0 0.33
H 5.996182 -3.347177 3.672203 -0.1 0.0 -0.1 0.23
H 4.684775 -2.350076 2.992259 0.0 0.0 0.0 0.33
H 3.493418 -2.795681 7.230611 0.1 0.0 0.1 0.44
H 1.112879 -2.478359 7.819415 0.0 0.0 0.1 0.39
H -0.602577 -2.416290 6.036051 -0.1 0.0 0.0 0.46
H -2.132057 -3.381753 -0.271534 -0.1 -0.1 -0.2 0.48
H -0.350914 -3.141119 -0.432696 0.0 -0.1 -0.1 0.50
H -2.053231 -2.130519 -2.654816 0.0 -0.1 -0.1 0.56
H -1.941009 -0.347782 -2.813789 -0.1 0.1 0.1 0.36
H 0.126822 0.649935 -3.003752 -0.2 -0.2 0.0 0.20
H 2.397126 0.128462 -4.012910 0.1 -0.1 0.1 0.30
H 2.458913 -1.073547 -2.700808 0.0 0.1 -0.1 0.48
H 1.948212 0.764063 -1.059994 0.1 0.0 0.1 0.25
H 3.482137 1.026385 -1.902358 0.0 0.0 0.1 0.41
H 2.321301 3.150645 -1.861502 0.0 0.0 -0.1 0.33
H 2.348024 2.527966 -3.520098 0.0 0.0 0.0 0.44
H 0.560525 3.251227 -4.548894 0.0 0.1 0.0 0.52
H 0.364067 4.474811 -3.273850 0.0 0.0 0.0 0.33
H -1.729564 2.434645 -4.154398 0.0 0.0 0.0 0.09
H -2.945927 4.432326 -5.005231 -0.1 0.0 -0.1 0.43
H -1.385132 4.251429 -5.808844 0.0 0.0 -0.1 0.43
H -1.591618 5.462648 -4.542306 0.0 0.1 0.0 0.35
H -3.229686 3.630995 -2.589063 -0.1 0.1 0.0 0.46
H -1.905606 4.703467 -2.124433 0.0 0.1 0.0 0.29
H -1.973035 1.675548 -1.755739 0.0 0.0 -0.1 -0.55
H -1.975435 3.889160 0.336452 0.0 0.1 0.1 0.43
H -1.980756 2.141478 0.624203 0.0 0.0 0.2 0.40
H -3.375243 2.913958 -0.126855 -0.1 0.0 0.0 0.41
H 0.168725 1.936093 -0.638683 0.0 0.1 0.0 0.42
H 0.170651 3.692220 -0.943283 0.0 0.0 0.0 0.41
H -3.936300 -2.033108 3.347779 -0.1 0.0 0.0 0.34
H -4.034527 -3.352555 2.171830 -0.1 0.0 0.0 0.29
H -3.819219 -1.689402 1.605581 -0.1 0.0 0.1 0.26
H 2.413309 -2.978797 3.087210 0.1 0.0 -0.1 0.62

68
Properties=species:S:1:pos:R:3:forces:R:3:mulliken_charge:R:1 method="wB97M-V/def2-TZVPD" largest_force_ev_per_a=1.26 gap_ha=0.321 smiles="CC(C)OCCCNC(=O)c1cn(C)c2ccc(S(=O)(=O)N(C)C3CCCCC3)cc2c1=O" charge=0 e_above_lowest_ev=0.310
C -3.466476 -4.310639 -1.332099 -0.1 0.4 0.2 -1.51
C -3.420419 -2.789319 -1.227767 0.2 -0.2 -0.2 0.89
C -2.799138 -2.172301 -2.483571 -0.2 0.0 0.4 -1.37
O -4.759299 -2.344313 -1.047340 0.0 -0.3 -0.1 -0.40
C -4.908583 -1.109435 -0.387758 0.0 0.1 0.3 -0.36
C -4.868818 -1.244547 1.139963 0.0 0.2 -0.4 -0.50
C -4.852126 0.121511 1.824253 -0.3 -0.1 0.1 -0.99
N -3.655702 0.851983 1.486882 0.2 -0.3 0.1 -0.06
C -3.673969 2.026321 0.838383 0.3 0.0 0.1 0.36
O -4.687496 2.661822 0.591972 -0.3 0.2 -0.1 -0.76
C -2.323929 2.540424 0.438979 0.0 0.0 -0.1 -0.67
C -2.294876 3.802375 -0.072383 -0.2 -0.3 0.2 0.05
N -1.192916 4.439541 -0.504948 -0.2 -0.1 0.1 0.14
C -1.295460 5.788673 -1.011844 0.0 0.4 -0.2 -1.19
C 0.021389 3.791696 -0.466638 0.4 -0.6 0.1 0.38
C 1.203639 4.407008 -0.908130 0.1 0.0 0.0 -0.85
C 2.400615 3.728447 -0.865974 -0.1 0.2 0.0 -1.44
C 2.449631 2.424739 -0.388585 0.4 -0.4 0.1 0.37
S 4.023524 1.552950 -0.407759 -0.4 0.0 0.2 1.46
O 5.021195 2.486559 0.036385 -0.2 0.0 0.2 -0.73
O 4.167207 0.970189 -1.710156 -0.1 -0.2 0.1 -0.69
N 3.808689 0.356826 0.703664 0.3 0.9 -0.8 0.42
C 4.090325 0.673460 2.079939 -0.1 0.2 0.4 -1.08
C 3.714903 -1.018741 0.253139 0.0 -0.5 -0.2 -0.52
C 5.075933 -1.721788 0.238670 -0.2 0.1 -0.3 -0.74
C 4.931546 -3.122216 -0.349840 0.1 -0.1 0.3 -0.72
C 3.916339 -3.935788 0.447753 -0.1 0.0 -0.3 -0.67
C 2.566735 -3.224800 0.477682 0.1 -0.1 0.3 -0.68
C 2.709262 -1.826720 1.074171 -0.1 0.1 -0.3 -0.46
C 1.309861 1.807505 0.051289 -0.1 0.0 0.0 0.31
C 0.082051 2.474785 0.029115 0.2 0.2 -0.1 -0.61
C -1.104477 1.769515 0.537237 -0.1 0.2 0.0 1.60
O -1.019476 0.627959 0.993832 0.1 -0.1 0.0 -1.01
H -3.904391 -4.732218 -0.431391 0.0 -0.1 0.1 0.36
H -4.082566 -4.597024 -2.179843 -0.1 -0.1 -0.1 0.34
H -2.464994 -4.710433 -1.464288 0.1 -0.1 0.0 0.39
H -2.811814 -2.504484 -0.356174 -0.1 0.0 0.0 0.14
H -3.387903 -2.444953 -3.355759 -0.1 0.0 -0.1 0.34
H -2.774085 -1.087391 -2.408161 0.0 0.1 0.0 0.31
H -1.781900 -2.532171 -2.611210 0.1 0.0 0.0 0.39
H -4.139176 -0.397547 -0.713491 -0.1 0.0 0.0 0.09
H -5.883434 -0.722560 -0.697276 0.1 0.1 0.0 0.37
H -5.736934 -1.813439 1.473825 0.0 -0.1 0.0 0.32
H -3.972299 -1.798174 1.429705 0.0 -0.1 0.0 0.27
H -5.701761 0.728639 1.501939 0.0 -0.1 0.1 0.45
H -4.901890 -0.010645 2.911081 -0.1 0.1 -0.1 0.33
H -2.758259 0.379019 1.570370 0.0 0.2 -0.1 0.27
H -3.234516 4.336158 -0.135097 0.0 0.0 0.0 0.43
H -2.333259 6.110065 -0.963708 0.1 -0.1 0.0 0.33
H -0.690238 6.471229 -0.412426 0.0 0.0 0.0 0.37
H -0.963646 5.834729 -2.050663 0.0 0.0 0.0 0.38
H 1.187588 5.415880 -1.285436 0.0 0.1 0.0 0.45
H 3.317349 4.191118 -1.194574 0.1 0.2 -0.1 0.50
H 3.181807 0.619729 2.686625 0.1 0.0 0.0 0.28
H 4.479212 1.689067 2.102602 0.0 -0.1 0.3 0.40
H 4.843884 0.005115 2.499171 0.0 0.0 0.0 0.34
H 3.361659 -0.945490 -0.779770 0.0 -0.3 0.1 0.45
H 5.770286 -1.126311 -0.356437 0.1 0.0 0.0 0.31
H 5.468197 -1.794028 1.255531 0.1 0.0 0.1 0.26
H 5.899891 -3.626477 -0.345089 0.0 0.0 -0.1 0.38
H 4.599837 -3.042006 -1.386877 0.0 0.0 -0.1 0.33
H 3.803484 -4.926686 0.003637 0.0 -0.1 0.1 0.33
H 4.279030 -4.067392 1.469920 0.0 -0.1 0.1 0.33
H 2.176810 -3.145057 -0.539182 -0.1 0.0 -0.1 0.34
H 1.852751 -3.803971 1.066757 -0.1 0.0 -0.1 0.36
H 3.059624 -1.907065 2.104988 0.0 0.0 0.1 0.32
H 1.739153 -1.326369 1.084196 0.0 0.1 0.1 0.26
H 1.332788 0.797446 0.427974 0.0 -0.1 0.1 0.55

Number 1: energy -2677.33734 hartree. Number 2: energy -1874.20681 hartree. Number 3: energy -1874.22111 hartree.